Computed, not measured: 2 unconnected molecules or ions with the total composition C3H8NOS at a distorted geometry, with ωB97M-V/def2-TZVPD.

The max |F| comes out at 0.05643 Eh/bohr. As for the orbital gap: 10.159 eV. The calculation puts the relative energy (zero: lowest compared OMol25 entry of this formula, charge and spin) at 2.628 eV. Its net charge is +1. The spin multiplicity is 1.

Bonds (Å) are listed after each position.
Element x y z (Å)
1 C 0.36159 0.14149 2.11597  C2 1.505, O5 1.503, H7 1.071, H8 1.067
2 C 0.30917 0.09877 0.61286  C1 1.505, O5 1.339, S6 1.713
3 C 0.81531 -0.99962 -1.86955  S6 1.858, H9 1.140, H10 1.152, H11 1.163
4 N -1.37171 0.96688 -0.05215  H12 1.031, H13 1.029, H14 0.997
5 O -0.07251 -1.01202 1.25572  C1 1.503, C2 1.339
6 S 1.42945 0.27956 -0.66996  C2 1.713, C3 1.858
7 H 1.26101 0.14172 2.69662  C1 1.071
8 H -0.48194 0.63929 2.53888  C1 1.067
9 H 0.96144 -0.42816 -2.84517  C3 1.140
10 H -0.15397 -1.43393 -1.42433  C3 1.152
11 H 1.59442 -1.86293 -1.85290  C3 1.163
12 H -0.90579 1.23558 -0.93154  N4 1.031
13 H -1.48661 1.66239 0.69682  N4 1.029
14 H -2.25985 0.57099 -0.27129  N4 0.997

***

Computed, not measured: a gas-phase ion, C3H8NOSe (charge +1) at a distorted geometry, with ωB97M-V/def2-TZVPD.

As for the SMILES: O[C@H]1[NH2+]CC[Se]1. The max |F| comes out at 0.07322 Eh/bohr. As for the orbital gap: 9.312 eV. The calculation puts the relative energy (zero: lowest compared OMol25 entry of this formula, charge and spin) at 1.661 eV. Its net charge is +1. The spin multiplicity is 1.

Bonds (Å) are listed after each position.
Element x y z (Å)
1 O -0.71277 2.33189 -0.10549  C2 1.350, H7 0.981
2 C -0.74153 0.99958 -0.32206  O1 1.350, N3 1.497, Se6 2.042, H8 1.177
3 N 0.64073 0.52101 -0.00272  C2 1.497, C4 1.402, H9 1.049, H10 0.988
4 C 0.82165 -0.83586 -0.30782  N3 1.402, C5 1.550, H11 1.103, H12 1.123
5 C -0.09603 -1.64351 0.64458  C4 1.550, Se6 2.252, H13 1.020, H14 1.125
6 Se -1.88768 -0.28475 0.77618  C2 2.042, C5 2.252
7 H -1.51295 2.89939 -0.07916  O1 0.981
8 H -0.86159 0.75931 -1.46776  C2 1.177
9 H 0.77092 0.56315 1.03768  N3 1.049
10 H 1.29557 1.20946 -0.27446  N3 0.988
11 H 1.90104 -1.06115 -0.31703  C4 1.103
12 H 0.46351 -1.14104 -1.32703  C4 1.123
13 H -0.42852 -2.43560 0.09417  C5 1.020
14 H 0.34764 -1.88188 1.65090  C5 1.125

***

Please write out number 2 again, unchanged.
Computed, not measured: a gas-phase ion, C3H8NOSe (charge +1) at a distorted geometry, with ωB97M-V/def2-TZVPD.

As for the SMILES: O[C@H]1[NH2+]CC[Se]1. The max |F| comes out at 0.07322 Eh/bohr. As for the orbital gap: 9.312 eV. The calculation puts the relative energy (zero: lowest compared OMol25 entry of this formula, charge and spin) at 1.661 eV. Its net charge is +1. The spin multiplicity is 1.

Bonds (Å) are listed after each position.
Element x y z (Å)
1 O -0.71277 2.33189 -0.10549  C2 1.350, H7 0.981
2 C -0.74153 0.99958 -0.32206  O1 1.350, N3 1.497, Se6 2.042, H8 1.177
3 N 0.64073 0.52101 -0.00272  C2 1.497, C4 1.402, H9 1.049, H10 0.988
4 C 0.82165 -0.83586 -0.30782  N3 1.402, C5 1.550, H11 1.103, H12 1.123
5 C -0.09603 -1.64351 0.64458  C4 1.550, Se6 2.252, H13 1.020, H14 1.125
6 Se -1.88768 -0.28475 0.77618  C2 2.042, C5 2.252
7 H -1.51295 2.89939 -0.07916  O1 0.981
8 H -0.86159 0.75931 -1.46776  C2 1.177
9 H 0.77092 0.56315 1.03768  N3 1.049
10 H 1.29557 1.20946 -0.27446  N3 0.988
11 H 1.90104 -1.06115 -0.31703  C4 1.103
12 H 0.46351 -1.14104 -1.32703  C4 1.123
13 H -0.42852 -2.43560 0.09417  C5 1.020
14 H 0.34764 -1.88188 1.65090  C5 1.125

***

Number 1 is which compound? C3H8NOS

***

Copy entry 1 word for word.
Computed, not measured: 2 unconnected molecules or ions with the total composition C3H8NOS at a distorted geometry, with ωB97M-V/def2-TZVPD.

The max |F| comes out at 0.05643 Eh/bohr. As for the orbital gap: 10.159 eV. The calculation puts the relative energy (zero: lowest compared OMol25 entry of this formula, charge and spin) at 2.628 eV. Its net charge is +1. The spin multiplicity is 1.

Bonds (Å) are listed after each position.
Element x y z (Å)
1 C 0.36159 0.14149 2.11597  C2 1.505, O5 1.503, H7 1.071, H8 1.067
2 C 0.30917 0.09877 0.61286  C1 1.505, O5 1.339, S6 1.713
3 C 0.81531 -0.99962 -1.86955  S6 1.858, H9 1.140, H10 1.152, H11 1.163
4 N -1.37171 0.96688 -0.05215  H12 1.031, H13 1.029, H14 0.997
5 O -0.07251 -1.01202 1.25572  C1 1.503, C2 1.339
6 S 1.42945 0.27956 -0.66996  C2 1.713, C3 1.858
7 H 1.26101 0.14172 2.69662  C1 1.071
8 H -0.48194 0.63929 2.53888  C1 1.067
9 H 0.96144 -0.42816 -2.84517  C3 1.140
10 H -0.15397 -1.43393 -1.42433  C3 1.152
11 H 1.59442 -1.86293 -1.85290  C3 1.163
12 H -0.90579 1.23558 -0.93154  N4 1.031
13 H -1.48661 1.66239 0.69682  N4 1.029
14 H -2.25985 0.57099 -0.27129  N4 0.997